Molecular formula: C27H50N3O11SSi
Method: DFT, ωB97M-V/def2-TZVPD

The geometry in XYZ format:
```
93
C27H50N3O11SSi (ωB97M-V/def2-TZVPD)
C 1.4760 -2.7223 -1.0047
Si 0.9602 -2.1663 0.7430
C 0.0095 -3.6321 1.5618
C 2.5203 -1.9014 1.8307
O -0.0426 -0.7349 0.6385
C 0.8689 0.3597 0.4148
C 0.2692 1.4669 -0.6041
C 1.5472 2.0610 -1.3511
C 2.0250 1.2415 -2.5489
C 3.2552 1.7375 -3.2565
C 3.9545 1.0294 -4.4887
C 2.9589 0.2817 -5.4775
C 2.4629 -1.1549 -4.9310
C 0.8654 -1.1907 -5.1714
N 0.2075 -2.3292 -4.4771
C 3.9159 3.0001 -2.7512
N 3.4037 3.6903 -1.6457
N 4.1359 4.8402 -1.2412
C 4.8849 4.4338 -0.2599
O 5.2505 4.2281 0.8236
C 2.2602 3.3013 -0.9062
S 1.6490 4.1930 0.5612
H 2.2613 -2.0765 -1.5045
H 0.5650 -2.7255 -1.6832
H 1.8859 -3.7826 -0.9768
H 0.8092 -4.2884 2.0425
H -0.5847 -3.1737 2.4109
H -0.6449 -4.1911 0.8338
H 2.5811 -0.8664 2.2912
H 3.4113 -2.0163 1.1247
H 2.6387 -2.6705 2.6491
H 1.7734 -0.0777 -0.1398
H 1.1487 0.8275 1.4046
H -0.3949 0.8804 -1.3130
H -0.2911 2.2855 -0.0679
H 1.5028 0.2995 -2.8843
H 4.5203 1.8471 -5.0473
H 4.7184 0.3094 -4.0398
H 3.5223 0.1538 -6.4589
H 2.0798 0.9744 -5.6777
H 2.6102 -1.2070 -3.8106
H 2.9915 -2.0062 -5.4570
H 0.7122 -1.2051 -6.2964
H 0.4791 -0.2203 -4.6994
H -0.0655 -2.0903 -3.5184
H -0.6937 -2.4538 -4.9688
H 4.8402 3.3892 -3.2743
H 0.6407 5.0616 0.1815
C -6.7145 -5.0191 2.0040
C -6.0231 -4.6116 0.7170
O -5.9381 -3.1852 0.5954
C -5.0210 -2.5899 1.3688
O -4.2722 -3.1419 2.1370
O -5.0959 -1.2668 1.1615
C -4.2387 -0.5028 2.0083
H -7.6941 -4.5418 2.0795
H -6.8420 -6.1021 2.0463
H -6.1418 -4.7090 2.8798
H -6.6114 -4.9610 -0.1333
H -5.0310 -5.0626 0.6298
H -3.2041 -0.8432 1.9346
H -4.5887 -0.5610 3.0407
H -4.2840 0.5367 1.6856
C -5.8939 4.2830 -3.6662
C -5.3784 4.5539 -2.2660
O -4.1116 3.9164 -2.0397
C -3.0579 4.4954 -2.6240
O -3.0773 5.4889 -3.3044
O -1.9671 3.7588 -2.3425
C -0.7845 4.2111 -2.9970
H -5.9356 3.2082 -3.8573
H -6.8907 4.7067 -3.7979
H -5.2374 4.7150 -4.4237
H -6.0731 4.1303 -1.5389
H -5.3094 5.6250 -2.0598
H -0.5951 5.2665 -2.7909
H -0.8656 4.0398 -4.0724
H 0.0540 3.6285 -2.6153
C 2.9477 0.5677 5.5498
C 4.1289 -0.0130 6.3034
O 3.7048 -0.7331 7.4650
C 3.1576 -1.9354 7.2333
O 3.0035 -2.4485 6.1513
O 2.7865 -2.4574 8.4084
C 2.0892 -3.6987 8.2949
H 2.3349 1.1830 6.2126
H 3.2880 1.1787 4.7110
H 2.2994 -0.2185 5.1577
H 4.7655 0.8003 6.6564
H 4.7450 -0.6493 5.6624
H 2.6661 -4.4255 7.7212
H 1.1127 -3.5356 7.8351
H 1.9392 -4.0910 9.2996
```

* 2S+1: 1
* energy above the lowest of the compared OMol25 structures with the same formula, charge and spin: 3.309 eV
* charge: +1
* LUMO energy: -4.83 eV



Molecular formula: C27H50N6O3PRuSSe3
Method: DFT, ωB97M-V/def2-TZVPD

The geometry in XYZ format:
```
92
C27H50N6O3PRuSSe3 (ωB97M-V/def2-TZVPD)
Ru -1.0975 -0.2512 1.4011
O -5.4402 -2.2248 4.3697
C -5.2973 -0.9094 3.8603
C -3.9542 -0.7999 3.1227
C -3.8230 0.6849 2.7942
O -2.9094 0.9300 1.7069
C -2.8436 -1.2813 4.0719
Se -1.0500 -0.5431 3.7801
C -4.0574 -1.6547 1.8468
Se -2.3588 -2.2442 1.0593
H -6.2758 -2.2869 4.8395
H -5.3211 -0.1746 4.6764
H -6.1113 -0.6736 3.1628
H -3.4792 1.2250 3.6783
H -4.7940 1.0836 2.4826
H -2.4612 1.7738 1.8690
H -2.7591 -2.3646 4.0021
H -3.1048 -1.0279 5.1007
H -4.6335 -1.1139 1.0921
H -4.5962 -2.5693 2.0911
S 0.7420 4.2860 1.5236
C 0.1590 2.7701 1.4844
N -0.2447 1.6719 1.4600
C -3.8989 -0.3986 -3.4178
N -3.1874 0.2124 -2.3157
C -4.0255 0.9723 -1.4047
P -1.5477 0.3341 -2.1840
O -1.0549 0.1527 -0.7968
N -0.9545 -0.8161 -3.2044
C -0.3461 -0.5834 -4.4942
C -1.1420 -2.2144 -2.8418
N -1.0518 1.7995 -2.7609
C -0.1229 2.6395 -2.0114
C -1.8053 2.4855 -3.7946
H -4.6329 -1.1168 -3.0414
H -3.2109 -0.9262 -4.0741
H -4.4350 0.3538 -4.0090
H -4.7470 0.3139 -0.9130
H -4.5763 1.7538 -1.9407
H -3.4187 1.4288 -0.6280
H -0.1248 0.4738 -4.6239
H -0.9936 -0.9121 -5.3167
H 0.5921 -1.1435 -4.5686
H -1.5440 -2.2915 -1.8306
H -0.1822 -2.7392 -2.8708
H -1.8272 -2.7185 -3.5326
H 0.3404 2.0625 -1.2148
H -0.6370 3.4869 -1.5481
H 0.6532 3.0297 -2.6765
H -2.3844 1.7792 -4.3888
H -1.1198 3.0050 -4.4693
H -2.4927 3.2275 -3.3731
C 2.5869 -3.6372 -1.7742
C 3.6083 -2.5096 -1.6867
C 3.2270 -1.2887 -2.5218
C 2.0707 -0.4813 -1.9412
N 2.4542 0.2139 -0.7202
C 2.0909 -0.1067 0.5386
Se 0.9872 -1.5480 1.0253
N 2.6469 0.7842 1.3765
C 2.4968 0.8312 2.8304
C 3.7602 0.3641 3.5437
C 4.0160 -1.1374 3.4250
C 3.0612 -1.9716 4.2714
C 3.3640 1.7191 0.6426
C 4.0654 2.8539 1.0266
C 4.6464 3.5982 0.0183
C 4.5263 3.2308 -1.3283
C 3.8218 2.1041 -1.7096
C 3.2437 1.3553 -0.6922
H 2.9027 -4.4984 -1.1849
H 2.4618 -3.9669 -2.8091
H 1.6158 -3.3255 -1.3872
H 4.5824 -2.8724 -2.0228
H 3.7397 -2.2117 -0.6413
H 2.9404 -1.6105 -3.5283
H 4.0927 -0.6314 -2.6408
H 1.2149 -1.1045 -1.6891
H 1.7302 0.2802 -2.6476
H 1.6377 0.2132 3.0832
H 2.2486 1.8627 3.0852
H 3.6599 0.6336 4.5991
H 4.6153 0.9267 3.1582
H 5.0465 -1.3424 3.7258
H 3.9399 -1.4398 2.3749
H 3.1652 -1.7198 5.3296
H 3.2677 -3.0366 4.1583
H 2.0204 -1.8132 3.9854
H 4.1268 3.1584 2.0615
H 5.1933 4.4960 0.2726
H 4.9910 3.8468 -2.0865
H 3.7225 1.8247 -2.7499
```

* 2S+1: 2
* energy above the lowest of the compared OMol25 structures with the same formula, charge and spin: 0.044 eV
* LUMO energy (alpha / beta): 0.43 / -0.16 eV



Molecular formula: C27H50O23P2
Method: DFT, ωB97M-V/def2-TZVPD

The geometry in XYZ format:
```
102
C27H50O23P2 (ωB97M-V/def2-TZVPD)
C 19.1777 3.8288 12.9276
C 19.3077 3.4987 11.4436
O 19.8822 4.5770 10.7991
P 19.3312 4.8673 9.3443
O 17.8231 5.0072 9.3187
O 20.1236 6.1279 8.7090
C 19.4739 7.1178 7.9870
C 18.9765 8.2960 8.7499
O 19.9548 3.6485 8.4196
C 19.0540 2.6795 7.9462
C 19.6927 1.2919 8.1314
H 20.1416 4.1401 13.3301
H 18.4914 4.6400 13.1706
H 18.9410 2.9126 13.4686
H 19.8520 2.5558 11.3902
H 18.2885 3.3286 11.0967
H 20.2506 7.3813 7.2691
H 18.7069 6.7488 7.3061
H 19.6881 8.5304 9.5416
H 18.9324 9.0743 7.9880
H 17.9749 8.1937 9.1675
H 18.0859 2.6872 8.4470
H 18.8597 2.8744 6.8915
H 19.8901 1.1032 9.1867
H 19.0950 0.4590 7.7612
H 20.6266 1.2785 7.5695
C 8.0051 14.9166 15.3314
C 8.7615 13.6996 14.9456
O 8.5033 12.5041 15.6709
P 7.3682 11.4502 15.2006
O 6.0375 12.0049 14.8537
O 8.0168 10.7868 13.9439
C 7.4133 9.9123 12.9820
C 8.3974 8.9271 12.2907
O 7.4100 10.3477 16.3794
C 6.9670 10.7703 17.6698
C 8.1840 11.0236 18.5891
H 8.0903 15.6623 14.5409
H 7.0072 14.5571 15.5824
H 8.4455 15.3479 16.2303
H 8.4973 13.5042 13.9063
H 9.8114 13.9590 14.8099
H 6.6676 9.2248 13.3813
H 6.8907 10.5729 12.2902
H 7.8860 8.2027 11.6567
H 8.8792 9.5722 11.5560
H 9.2069 8.4732 12.8623
H 6.4504 11.7256 17.5772
H 6.2710 10.0364 18.0763
H 7.8629 10.9338 19.6269
H 8.9904 10.3426 18.3170
H 8.6008 12.0108 18.3892
O 8.9820 8.7762 2.2727
C 8.2037 9.5087 2.8765
O 8.6430 10.3019 3.8998
C 7.6646 11.1648 4.4096
C 6.4350 10.6772 3.6808
O 6.8465 9.7894 2.6306
H 7.5292 11.0774 5.4876
H 8.0335 12.1514 4.1292
H 6.0071 11.6203 3.3409
H 5.9162 10.1344 4.4710
O 18.3115 -1.4917 1.6918
C 18.5554 -0.3577 1.2990
O 19.6035 0.3846 1.6148
C 19.6530 1.5264 0.7620
C 18.1859 1.7102 0.3806
O 17.6742 0.3888 0.5361
H 19.9818 2.3572 1.3863
H 20.2612 1.3156 -0.1176
H 18.2328 2.0340 -0.6591
H 17.7462 2.4628 1.0351
O 13.1551 1.3625 5.7184
C 13.1652 2.5361 5.4126
O 13.5848 3.0630 4.2507
C 13.8598 4.3549 4.4931
C 12.9109 4.7725 5.6270
O 12.6671 3.5255 6.2045
H 14.9026 4.5386 4.7518
H 13.5043 4.9574 3.6572
H 12.0587 5.3409 5.2546
H 13.4771 5.2503 6.4266
O 16.3331 8.9141 1.4869
C 15.7367 9.9868 1.4042
O 15.0780 10.5692 2.3994
C 14.6325 11.7940 1.9747
C 14.9419 11.7913 0.4908
O 15.7539 10.6948 0.2882
H 13.5573 11.9352 2.0850
H 15.1901 12.6098 2.4348
H 15.4452 12.7274 0.2491
H 14.0823 11.8745 -0.1742
O 13.5284 4.4479 -2.6372
C 14.2701 4.9752 -3.3833
O 15.0318 4.3448 -4.3110
C 15.8734 5.3021 -4.9950
C 15.3037 6.6306 -4.4645
O 14.3256 6.3417 -3.5056
H 16.8985 4.9994 -4.7812
H 15.7574 5.2741 -6.0784
H 14.8026 7.1347 -5.2909
H 16.0612 7.2938 -4.0470
```

* 2S+1: 1
* SMILES string: CCOP(=O)(OCC)OCC.CCOP(=O)(OCC)OCC.O=C1OCCO1.O=C1OCCO1.O=C1OCCO1.O=C1OCCO1.O=C1OCCO1
* energy above the lowest of the compared OMol25 structures with the same formula, charge and spin: 4.382 eV
* LUMO energy: 0.18 eV



Molecular formula: C27H50OP2Re
Method: DFT, ωB97M-V/def2-TZVPD

The geometry in XYZ format:
```
81
C27H50OP2Re (ωB97M-V/def2-TZVPD)
Re 1.2208 0.0403 0.4687
C 3.0845 -0.2398 -0.5454
C 2.8139 1.1665 -0.3768
C 2.9795 0.2065 1.7370
C 3.1859 -0.8223 0.7566
C 2.7557 1.4363 1.0430
C 3.3847 -0.9534 -1.8248
H 3.1108 -0.3444 -2.6854
H 2.8554 -1.9150 -1.8796
H 4.4623 -1.1711 -1.8886
C 3.7443 -2.1762 1.0369
H 3.4113 -2.9207 0.3088
H 3.4752 -2.5390 2.0336
H 4.8407 -2.1354 0.9798
C 3.2082 0.0746 3.2060
H 4.2936 0.0917 3.3939
H 2.8173 -0.8709 3.6134
H 2.7511 0.8894 3.7739
C 2.7398 2.7957 1.6520
H 3.7703 3.1426 1.8188
H 2.2287 2.8147 2.6187
H 2.2586 3.5173 0.9911
C 2.8746 2.2389 -1.4181
H 3.8420 2.7696 -1.3828
H 2.0863 2.9885 -1.2478
H 2.7658 1.8159 -2.4278
C -3.1522 -0.9842 -2.3651
C -2.2149 -0.6248 -3.2664
C -2.4399 0.5298 -4.1936
C -2.7946 1.8770 -3.4918
C -2.3016 2.0338 -2.0765
C -3.0574 1.7528 -1.0041
C -4.3484 0.9814 -1.0856
C -4.4220 -0.2344 -2.0816
H -3.2340 0.2985 -4.9297
H -3.8881 2.0212 -3.5503
H -1.5355 0.6961 -4.7984
H -4.9256 0.1014 -2.9995
H -3.0666 -1.9590 -1.8742
H -1.4073 -1.3052 -3.5389
H -5.1217 -0.9629 -1.6377
H -4.5883 0.5890 -0.0842
H -2.8676 2.2603 -0.0548
H -5.1816 1.6743 -1.3181
H -2.3657 2.6984 -4.0960
H -1.3713 2.5923 -1.9653
P -0.4028 -0.8696 -1.0662
P -0.5775 1.4098 1.7013
C -1.8229 -0.6982 0.1561
C -1.8861 0.1331 1.4535
H -2.2252 -1.7017 0.3370
H -2.5232 -0.2301 -0.5273
H -2.8267 0.6977 1.4797
H -1.8764 -0.5456 2.3226
C -0.4033 1.5492 3.4936
H 0.4942 2.1352 3.7378
H -0.3057 0.5429 3.9269
H -1.2917 2.0485 3.9040
C -0.8352 3.0374 0.9404
H -1.8253 3.4272 1.2073
H -0.7582 2.9590 -0.1518
H -0.0630 3.7333 1.2987
C -0.2254 -2.5846 -1.6102
H 0.7763 -2.7200 -2.0401
H -0.9770 -2.8287 -2.3688
H -0.3475 -3.2635 -0.7520
C 0.2395 0.3252 -2.3087
H 0.8281 1.1167 -1.8260
H -0.5697 0.8324 -2.8217
H 0.8721 -0.1872 -3.0400
C 0.9383 -3.7054 2.0085
C -0.0211 -2.5521 2.1967
C -0.4796 -2.4943 3.6381
O 0.5730 -1.3044 1.8887
H 1.7796 -3.6122 2.7020
H 1.3247 -3.7564 0.9906
H 0.4287 -4.6516 2.2271
H -0.9102 -2.7184 1.5585
H 0.3724 -2.2973 4.2982
H -1.2193 -1.7049 3.7934
H -0.9308 -3.4574 3.9086
```

* 2S+1: 4
* energy above the lowest of the compared OMol25 structures with the same formula, charge and spin: 2.081 eV
* charge: +2
* LUMO energy (alpha / beta): -5.23 / -7.54 eV



Molecular formula: C27H51IN5O2P
Method: DFT, ωB97M-V/def2-TZVPD

The geometry in XYZ format:
```
87
C27H51IN5O2P (ωB97M-V/def2-TZVPD)
H -3.9907 -1.6138 1.4059
N -2.9634 -1.7998 1.3446
C -2.5959 -1.5774 0.0751
C -3.7539 -1.1471 -0.9458
C -1.0517 -1.8232 -0.2808
P 0.0687 -0.2979 -0.1348
I 1.3590 -1.4773 1.6437
C -0.1861 1.1279 1.1456
C -1.2761 0.7876 2.2744
C -0.9150 1.7446 3.5474
N -0.9764 3.2396 3.3958
O -0.5465 1.3067 4.6717
C 1.6913 -0.1781 -1.1305
C 2.4421 1.2540 -0.9449
C 1.7443 2.6391 -1.1631
C 2.4733 4.0242 -0.9361
C 3.9856 4.0843 -0.4644
C 4.6960 2.7027 -0.2922
C 3.9706 1.3093 -0.5196
C 4.8884 0.0110 -0.2910
N -0.8728 0.6911 -1.2887
C -1.0716 0.1258 -2.4310
O -1.0643 -0.5398 -3.4937
H -3.5813 -1.7634 -1.9182
H -4.8047 -1.4246 -0.5857
H -3.6382 -0.0443 -1.2414
H -0.6717 -2.5764 0.5162
H -0.9375 -2.4027 -1.2835
H -0.5155 2.0533 0.5395
H 0.8563 1.3548 1.6033
H -1.2544 -0.2833 2.6724
H -2.3652 1.0140 1.9751
H -1.6990 3.4921 2.6977
H -0.0750 3.5724 2.9842
H 2.4145 -0.9371 -0.6342
H 1.6136 -0.5057 -2.2250
H 0.6471 2.7247 -1.5047
H 1.9244 5.0157 -1.0734
H 4.4958 5.0886 -0.2727
H 5.8067 2.7125 0.0236
H 4.3371 -0.8951 0.1357
H 5.6723 0.3118 0.5132
H 5.5196 -0.2352 -1.2334
C -2.5746 3.5626 -1.1970
C -3.5488 3.5943 -0.0249
N -4.2079 4.8818 0.1722
C -4.9443 4.9618 1.4340
C -6.1468 4.0362 1.6144
C -4.9064 5.4321 -0.9883
C -6.0241 4.5948 -1.6040
H -1.7977 4.3247 -1.0878
H -2.0838 2.5860 -1.2403
H -3.0788 3.7125 -2.1553
H -2.9696 3.3568 0.8753
H -4.2765 2.7821 -0.1549
H -5.2693 5.9954 1.5977
H -4.2391 4.7598 2.2493
H -7.0145 4.3882 1.0557
H -6.4386 4.0160 2.6689
H -5.9324 3.0071 1.3180
H -4.1633 5.6378 -1.7685
H -5.3019 6.4214 -0.7353
H -5.7695 3.5349 -1.6737
H -6.2333 4.9465 -2.6187
H -6.9534 4.6910 -1.0403
C 6.0985 -4.7263 0.1507
C 4.6020 -4.7524 0.4412
N 3.7755 -5.1182 -0.7063
C 2.3474 -4.9020 -0.4757
C 1.6658 -5.7451 0.6010
C 4.1123 -6.3778 -1.3676
C 4.0696 -7.6515 -0.5277
H 6.3317 -4.0371 -0.6655
H 6.6407 -4.3901 1.0391
H 6.4848 -5.7159 -0.1063
H 4.3238 -3.7428 0.7646
H 4.4248 -5.4172 1.2966
H 1.8047 -5.0327 -1.4194
H 2.2046 -3.8469 -0.2164
H 1.4824 -6.7644 0.2596
H 0.6892 -5.3130 0.8412
H 2.2397 -5.7838 1.5293
H 5.1188 -6.2819 -1.7932
H 3.4683 -6.5084 -2.2438
H 4.5023 -7.5176 0.4660
H 4.6381 -8.4423 -1.0264
H 3.0495 -8.0220 -0.4139
```

* 2S+1: 1
* SMILES string: [H]/N=C(\C)CP(I)(CCC(N)=O)(Cc1ccccc1C)N=C=O.CCN(CC)CC.CCN(CC)CC
* LUMO energy: -0.03 eV



Number 1: electronic energy -74506.4308 eV. Number 2: electronic energy -262643.3092 eV. Number 3: electronic energy -94481.9698 eV. Number 4: electronic energy -51548.0556 eV. Number 5: electronic energy -57753.4809 eV.